2 unconnected molecules or ions with the total composition C25H28F2N2O6S at a distorted geometry. Source: the Open Molecules 2025 dataset; level of theory: ωB97M-V/def2-TZVPD.

The energy is -57914.05115 eV.

Geometry as XYZ:
```
64
C25H28F2N2O6S | the Open Molecules 2025 dataset | ωB97M-V/def2-TZVPD
O -2.710 -3.686 -4.866
O -2.829 0.272 -2.660
O 4.279 5.380 1.318
O 3.724 4.085 -0.730
F 1.162 -0.112 2.024
F -0.821 3.502 0.570
O 3.821 -2.495 5.148
O -3.465 2.501 4.359
C -3.050 -4.017 -3.738
C -2.764 -0.807 -3.241
C 2.876 2.221 2.221
C 1.645 3.038 2.018
C 3.981 2.730 1.581
C 1.877 4.153 1.247
C 4.420 -0.245 4.593
C -1.089 2.300 4.519
C 2.482 -1.277 3.604
C -2.116 3.005 2.462
C 4.163 0.920 3.870
C 0.178 2.418 3.937
C 2.214 -0.119 2.870
C -0.861 3.122 1.867
C 3.579 -1.346 4.455
C -2.233 2.600 3.785
C 3.062 0.995 3.000
C 0.309 2.840 2.604
N -3.283 -0.982 -4.460
N -2.796 -3.306 -2.637
C -3.806 -5.309 -3.534
C -3.965 0.054 -5.231
C 0.289 -0.520 -1.155
C 1.716 -1.269 -3.028
C 0.276 -0.947 -2.624
C -0.612 -2.183 -2.873
C -2.105 -2.005 -2.520
S 3.575 4.234 0.724
H 4.639 -2.416 5.663
H -4.151 2.729 3.711
H 4.974 2.308 1.561
H 1.165 4.922 0.990
H 5.276 -0.284 5.258
H -1.190 1.984 5.552
H 1.832 -2.139 3.500
H -2.993 3.235 1.868
H 4.829 1.771 3.988
H 1.058 2.205 4.535
H -3.164 -1.897 -4.882
H -3.134 -3.699 -1.774
H -3.273 -5.933 -2.819
H -4.806 -5.087 -3.166
H -3.876 -5.831 -4.488
H -4.429 -0.383 -6.116
H -4.734 0.525 -4.616
H -3.246 0.815 -5.537
H -0.693 -0.146 -0.865
H 1.005 0.290 -1.014
H 0.566 -1.359 -0.518
H 2.105 -2.085 -2.418
H 1.747 -1.557 -4.078
H 2.341 -0.387 -2.891
H -0.073 -0.115 -3.236
H -0.214 -3.017 -2.292
H -0.534 -2.446 -3.928
H -2.147 -1.746 -1.462
```

These are the Mulliken partial charges, in e, on atoms 1 to 4: -0.714, -0.701, -0.666, -0.652



A gas-phase ion, C25H28F2N3 (charge +1) at a distorted geometry. Source: the Open Molecules 2025 dataset; level of theory: ωB97M-V/def2-TZVPD.

The charge is +1. The energy is -36276.51538 eV. Its energy above the lowest of the compared OMol25 structures with the same formula, charge and spin is 0.0 kcal/mol.

Geometry as XYZ:
```
58
C25H28F2N3 | the Open Molecules 2025 dataset | ωB97M-V/def2-TZVPD
F -3.947 1.173 -3.445
C -3.315 0.181 -2.735
C -4.041 -0.962 -2.421
C -3.429 -1.873 -1.565
C -2.225 -1.558 -0.956
C -1.519 -0.380 -1.249
C -0.121 -0.288 -0.591
C 1.054 -0.007 -1.529
C 2.097 -0.949 -1.518
C 3.172 -0.849 -2.394
C 3.201 0.197 -3.328
C 2.137 1.095 -3.344
F 2.133 2.092 -4.291
C 1.082 1.046 -2.433
C -2.019 0.438 -2.269
H -5.022 -1.143 -2.851
H -3.872 -2.846 -1.358
H -1.767 -2.287 -0.277
H 0.035 -1.365 -0.475
H 2.040 -1.821 -0.851
H 3.951 -1.614 -2.359
H 4.028 0.294 -4.022
H 0.312 1.823 -2.446
H -1.498 1.313 -2.647
C -1.644 2.513 -0.141
N -0.679 2.483 0.939
C -0.991 3.523 1.948
C 0.285 1.550 1.111
N 0.069 0.203 0.750
C 0.913 -0.777 1.510
C 0.350 -2.175 1.539
C 1.164 -3.274 1.230
C 0.583 -4.536 1.116
C -0.778 -4.708 1.400
C -1.548 -3.629 1.860
C -0.976 -2.355 1.946
N 1.434 1.974 1.710
C 1.911 3.362 1.512
C 2.170 1.273 2.773
H -1.149 2.429 -1.115
H -2.442 1.766 -0.007
H -2.100 3.513 -0.109
H -0.265 3.552 2.769
H -1.016 4.503 1.454
H -1.996 3.341 2.359
H 1.926 -0.787 1.085
H 0.962 -0.494 2.563
H 2.234 -3.124 1.057
H 1.196 -5.391 0.822
H -1.249 -5.691 1.287
H -2.591 -3.767 2.147
H -1.559 -1.493 2.276
H 1.542 3.767 0.563
H 1.621 4.012 2.353
H 3.006 3.333 1.480
H 1.497 0.966 3.590
H 2.762 0.437 2.382
H 2.887 1.986 3.196
```

These are the Mulliken partial charges, in e, on atoms 1 to 4: -0.324, -0.148, -0.851, -0.452



C25H28N6O7S3 in the gas phase at a distorted geometry. Source: the Open Molecules 2025 dataset; level of theory: ωB97M-V/def2-TZVPD.

The energy is -82157.01250 eV. Its energy above the lowest of the compared OMol25 structures with the same formula, charge and spin is 0.0 kcal/mol.

Geometry as XYZ:
```
69
C25H28N6O7S3 | the Open Molecules 2025 dataset | ωB97M-V/def2-TZVPD
C 0.370 3.204 7.212
H -0.095 4.155 7.462
H 1.453 3.265 7.345
H -0.028 2.413 7.853
O 0.039 2.972 5.859
N 0.610 1.805 5.418
C 0.388 1.461 4.210
C 0.957 0.198 3.751
C 1.164 -0.881 4.557
S 1.753 -2.221 3.648
C 1.689 -1.201 2.201
N 1.265 -0.003 2.427
N 2.161 -1.672 1.034
H 2.139 -2.674 0.920
H 1.906 -1.178 0.191
H 0.985 -0.956 5.608
C -0.550 2.158 3.260
O -1.659 2.529 3.573
N -0.034 2.285 2.003
C -0.925 2.398 0.886
H -1.859 2.853 1.222
C -0.989 1.050 0.152
O -1.323 -0.064 0.427
N -0.378 1.587 -0.962
C 0.462 1.026 -1.906
C 1.434 1.749 -2.508
C 2.367 1.166 -3.458
C 2.070 0.290 -4.425
C 0.752 -0.171 -4.789
C 0.394 -1.458 -5.115
N -0.910 -1.616 -5.452
C -1.557 -0.510 -5.420
S -0.631 0.875 -4.942
H -2.596 -0.416 -5.665
C 1.306 -2.634 -5.065
H 2.111 -2.522 -5.791
H 0.745 -3.534 -5.293
H 1.753 -2.720 -4.075
H 2.876 -0.131 -5.014
H 3.392 1.493 -3.351
C 1.637 3.195 -2.171
H 2.654 3.505 -2.404
H 0.942 3.835 -2.719
S 1.409 3.533 -0.384
C -0.303 2.933 -0.419
H -0.915 3.647 -0.976
C 0.349 -0.463 -2.015
O 1.283 -1.205 -1.856
O -0.904 -0.844 -2.270
C -1.204 -2.229 -2.215
O -2.038 -2.500 -1.130
C -1.446 -2.793 0.056
O -0.257 -2.914 0.171
C -2.466 -3.066 1.145
C -2.949 -4.507 0.918
H -3.433 -4.596 -0.052
H -2.115 -5.205 0.960
H -3.665 -4.776 1.690
C -3.647 -2.100 1.056
H -4.152 -2.195 0.099
H -3.298 -1.078 1.165
H -4.355 -2.316 1.853
C -1.776 -2.940 2.502
H -2.469 -3.192 3.301
H -0.917 -3.604 2.558
H -1.433 -1.919 2.647
H -0.266 -2.798 -2.139
H -1.761 -2.476 -3.123
H 0.808 1.732 1.835
```

These are the Mulliken partial charges, in e, on atoms 1 to 4: -0.551, 0.248, 0.260, 0.254



C25H28O4 in the gas phase. Source: the Open Molecules 2025 dataset; level of theory: ωB97M-V/def2-TZVPD.

The energy is -34569.09153 eV. Its energy above the lowest of the compared OMol25 structures with the same formula, charge and spin is 0.5 kcal/mol.

Geometry as XYZ:
```
57
C25H28O4 | the Open Molecules 2025 dataset | ωB97M-V/def2-TZVPD
C 2.361 -0.812 3.009
C 3.645 -1.591 3.076
C 3.725 -2.844 3.505
C 2.590 -3.709 3.956
H 2.738 -3.982 5.005
H 1.647 -3.170 3.883
C 2.513 -5.000 3.123
C 2.415 -4.709 1.643
C 1.335 -4.109 1.155
C 1.050 -3.695 -0.261
C 0.947 -2.190 -0.375
C 2.085 -1.391 -0.341
C 1.976 -0.003 -0.475
C 0.747 0.580 -0.638
C -0.427 -0.185 -0.665
C -0.311 -1.588 -0.501
O -1.387 -2.382 -0.480
H -2.184 -1.788 -0.537
C -1.756 0.401 -0.854
O -2.785 -0.267 -0.675
C -1.861 1.794 -1.295
C -3.053 2.414 -1.286
C -3.346 3.766 -1.701
C -2.381 4.631 -2.224
C -2.711 5.913 -2.609
C -4.020 6.372 -2.480
C -4.994 5.522 -1.960
C -4.657 4.243 -1.580
H -5.419 3.591 -1.178
H -6.003 5.889 -1.866
O -4.386 7.625 -2.845
H -3.624 8.108 -3.189
H -1.952 6.570 -3.013
H -1.361 4.299 -2.336
H -3.898 1.842 -0.919
H -0.971 2.284 -1.649
H 0.693 1.654 -0.710
H 2.877 0.588 -0.443
O 3.322 -1.905 -0.177
H 3.257 -2.834 0.081
H 0.085 -4.113 -0.556
H 1.805 -4.068 -0.958
H 0.531 -3.862 1.837
C 3.612 -5.134 0.843
H 3.466 -5.037 -0.230
H 4.485 -4.549 1.137
H 3.835 -6.180 1.052
H 1.643 -5.575 3.449
H 3.404 -5.600 3.317
H 4.695 -3.327 3.536
C 4.862 -0.837 2.631
H 4.934 0.113 3.159
H 4.789 -0.625 1.564
H 5.771 -1.407 2.809
H 2.488 0.075 2.395
H 2.057 -0.495 4.007
H 1.554 -1.404 2.582
```

These are the Mulliken partial charges, in e, on atoms 1 to 4: -1.492, 1.162, -0.394, -0.794



2 unconnected molecules or ions with the total composition C25H29B2Cl4O4S at a distorted geometry. Source: the Open Molecules 2025 dataset; level of theory: ωB97M-V/def2-TZVPD.

The charge is -1. The energy is -96867.17121 eV. Its energy above the lowest of the compared OMol25 structures with the same formula, charge and spin is 48.4 kcal/mol.

Geometry as XYZ:
```
65
C25H29B2Cl4O4S | the Open Molecules 2025 dataset | ωB97M-V/def2-TZVPD
Cl 0.079 1.154 -5.282
B 0.960 0.477 -3.920
Cl 0.850 -1.243 -3.577
Cl 1.865 1.546 -2.849
O 1.187 0.602 0.671
C -0.281 0.183 0.981
C -1.107 0.365 -0.283
C -1.662 -0.746 -0.899
C -2.476 -0.572 -2.020
C -2.691 0.716 -2.507
Cl -3.762 0.946 -3.836
C -2.055 1.822 -1.935
C -1.246 1.636 -0.814
H -0.259 -0.861 1.317
H -1.472 -1.734 -0.478
H -2.945 -1.422 -2.508
H -2.217 2.809 -2.357
H -0.720 2.476 -0.354
C -6.445 -0.489 -2.018
O -6.010 0.722 -1.352
C -5.456 0.610 -0.116
C -4.843 1.782 0.395
C -3.790 1.636 1.260
C -3.382 0.352 1.691
B 2.351 0.176 0.061
C -2.104 0.145 2.334
C -1.826 -0.795 3.319
C -0.597 -0.573 4.006
C 0.096 0.538 3.594
C 1.383 1.080 4.054
S -0.803 1.353 2.312
O 2.583 -1.110 -0.393
C 3.993 -1.194 -0.725
C 4.517 -2.524 -0.207
C 4.157 -1.177 -2.235
C 4.613 0.113 -0.037
C 5.163 -0.173 1.363
C 5.674 0.852 -0.828
O 3.471 0.988 0.111
C -4.238 -0.748 1.441
C -5.284 -0.627 0.544
H -6.758 -0.145 -3.004
H -5.619 -1.209 -2.113
H -7.288 -0.936 -1.472
H -5.128 2.744 -0.026
H -3.244 2.517 1.603
H -2.527 -1.589 3.569
H -0.252 -1.210 4.819
H 1.827 0.401 4.791
H 2.086 1.195 3.213
H 1.252 2.068 4.523
H 5.589 -2.619 -0.415
H 4.353 -2.635 0.871
H 4.006 -3.348 -0.718
H 5.216 -1.281 -2.501
H 3.608 -2.016 -2.675
H 3.748 -0.253 -2.663
H 6.069 -0.791 1.312
H 5.430 0.777 1.842
H 4.421 -0.681 1.995
H 6.557 0.214 -0.957
H 5.314 1.168 -1.812
H 5.986 1.744 -0.273
H -4.020 -1.717 1.893
H -5.892 -1.490 0.271
```

These are the Mulliken partial charges, in e, on atoms 1 to 4: -0.214, 0.540, -0.149, -0.127



A molecular structure, C25H29BClF4N4OPRuS at a distorted geometry. Source: the Open Molecules 2025 dataset; level of theory: ωB97M-V/def2-TZVPD.

The charge is +1. As for the spin multiplicity: 6. The energy is -81155.62447 eV. Its expectation value of S² is 8.795. Its energy above the lowest of the compared OMol25 structures with the same formula, charge and spin is 539.9 kcal/mol.

Geometry as XYZ:
```
68
C25H29BClF4N4OPRuS | the Open Molecules 2025 dataset | ωB97M-V/def2-TZVPD
Ru 0.197 -0.599 -0.884
C -0.343 0.746 -3.951
C 1.046 0.279 -3.525
C 0.489 -2.188 -3.167
C 2.691 -0.214 -1.704
C 3.593 2.546 -2.278
O 2.640 2.828 -1.358
C 2.035 1.918 -0.580
N 2.248 0.653 -0.630
C 1.201 2.608 0.471
C 1.537 3.951 0.688
C 0.926 4.722 1.661
C -0.051 4.165 2.461
C -0.416 2.846 2.252
C 0.177 2.049 1.275
P -0.647 0.417 1.081
C -0.434 -0.532 2.605
C 0.337 -0.133 3.690
C 0.516 -0.997 4.765
C -0.066 -2.255 4.755
C -0.835 -2.660 3.668
C -1.010 -1.809 2.590
C -2.400 0.858 0.991
C -3.339 0.512 1.954
C -4.675 0.838 1.761
C -5.071 1.502 0.612
C -4.134 1.846 -0.356
C -2.804 1.522 -0.169
H -0.339 0.879 -5.035
H -0.567 1.721 -3.512
H -1.145 0.049 -3.699
H 1.679 1.083 -3.887
H 1.903 -2.020 -1.890
H 2.642 -1.414 -3.539
H -0.137 -2.519 -3.985
H 3.759 -0.385 -1.573
H 4.004 1.560 -2.377
H 3.878 3.386 -2.885
H 2.314 4.399 0.090
H 1.219 5.755 1.786
H -0.537 4.750 3.230
H -1.216 2.421 2.847
H 0.790 0.851 3.705
H 1.112 -0.686 5.613
H 0.080 -2.923 5.593
H -1.293 -3.641 3.661
H -1.599 -2.124 1.732
H -3.038 -0.014 2.851
H -5.408 0.566 2.509
H -6.114 1.749 0.463
H -4.446 2.355 -1.258
H -2.068 1.773 -0.926
N 1.695 -2.159 0.627
N 2.633 -2.843 -0.218
C 2.209 -3.251 -1.460
N 3.136 -3.660 -2.356
S 0.460 -3.570 -1.733
H 2.219 -1.809 1.421
H 1.040 -2.876 0.926
H 3.596 -2.567 -0.106
H 4.084 -3.317 -2.311
H 2.800 -3.921 -3.270
Cl 1.500 -0.986 -2.606
F -3.993 -1.781 -0.902
B -3.066 -2.575 -1.432
F -3.070 -2.792 -2.748
F -2.516 -3.513 -0.640
F -1.602 -1.367 -1.389
```

These are the Mulliken partial charges, in e, on atoms 1 to 4: 0.096, -1.373, 0.367, -0.721



7 unconnected molecules or ions with the total composition C25H29BF15NO24PS. Source: the Open Molecules 2025 dataset; level of theory: ωB97M-V/def2-TZVPD.

The charge is +1. The energy is -138581.34944 eV.

Geometry as XYZ:
```
97
C25H29BF15NO24PS | the Open Molecules 2025 dataset | ωB97M-V/def2-TZVPD
C -0.534 -2.133 4.993
C 0.331 -1.505 3.887
N -0.447 -0.422 3.188
P 0.072 0.135 1.737
C -0.817 1.661 1.319
O 0.022 2.626 1.930
O 0.134 3.762 1.069
B 2.012 0.588 1.690
O 2.703 0.397 2.819
O 2.428 1.116 0.500
S -0.022 -1.317 0.082
O -0.111 -0.593 -1.149
O 1.082 -2.196 0.372
C -1.549 -2.388 0.328
F -1.436 -2.811 1.597
F -1.428 -3.409 -0.502
C -2.928 -1.667 0.179
F -3.749 -2.223 1.074
F -2.728 -0.372 0.540
C -3.698 -1.742 -1.178
F -4.840 -1.072 -0.964
F -3.973 -3.031 -1.398
C -3.061 -1.140 -2.462
F -2.058 -1.899 -2.870
F -2.623 0.085 -2.222
F -3.978 -1.093 -3.407
H -1.594 -1.885 4.875
H -0.205 -1.766 5.971
H -0.412 -3.221 4.990
H 0.648 -2.274 3.171
H 1.215 -1.026 4.317
H -1.430 -0.688 3.156
H -1.837 1.640 1.727
H -0.870 1.778 0.225
H 0.634 3.403 0.305
H 3.666 0.376 2.697
H 2.753 0.462 -0.138
C -0.083 1.306 9.958
C 1.246 0.637 9.660
O 0.982 -0.011 8.424
C -0.015 0.663 7.796
O -0.317 0.504 6.656
O -0.604 1.528 8.642
F 1.586 -0.286 10.582
H -0.739 0.623 10.498
H 0.000 2.248 10.492
H 2.083 1.324 9.524
C 3.399 3.240 -3.273
C 2.333 2.863 -4.284
O 1.347 2.238 -3.458
C 1.470 2.735 -2.218
O 0.660 2.583 -1.348
O 2.613 3.420 -2.077
F 2.767 1.977 -5.197
H 4.103 2.420 -3.123
H 3.943 4.144 -3.516
H 1.866 3.704 -4.798
C 7.444 5.673 -5.817
C 6.310 6.251 -4.993
O 5.814 5.096 -4.325
C 6.840 4.204 -4.208
O 6.805 3.256 -3.492
O 7.857 4.561 -5.006
F 5.324 6.763 -5.759
H 7.076 5.308 -6.777
H 8.274 6.356 -5.969
H 6.611 6.989 -4.253
C -5.375 -4.856 -3.813
C -5.773 -6.269 -3.441
O -6.517 -6.683 -4.559
C -6.092 -5.969 -5.647
O -6.349 -6.226 -6.770
O -5.320 -4.929 -5.234
F -6.562 -6.308 -2.334
H -6.150 -4.149 -3.510
H -4.414 -4.554 -3.410
H -4.934 -6.951 -3.289
C -6.226 -9.136 -0.285
C -6.457 -8.308 0.963
O -5.174 -8.292 1.559
C -4.247 -8.451 0.574
O -3.087 -8.237 0.693
O -4.851 -8.860 -0.567
F -7.343 -8.874 1.811
H -6.358 -10.198 -0.074
H -6.847 -8.840 -1.125
H -6.766 -7.278 0.772
C 5.252 7.016 -0.676
C 3.782 7.266 -0.958
O 3.829 8.332 -1.887
C 5.018 8.277 -2.542
O 5.281 8.863 -3.538
O 5.860 7.425 -1.904
F 3.102 7.654 0.141
H 5.597 7.660 0.134
H 5.496 5.979 -0.464
H 3.257 6.423 -1.412
```

These are the Mulliken partial charges, in e, on atoms 1 to 4: -1.206, -0.268, 0.054, -0.105



> Which value of energy does entry 3 give?

-82157.01250 eV



> Which value of energy does entry 2 give?

-36276.51538 eV



> Among the records above, which one has the highest energy?

C25H28O4



> Which formula does entry 6 have?

C25H29BClF4N4OPRuS